1.
The following is a quantum chemistry calculation of a molecular structure, C18H41MnOP3S in a non-equilibrium geometry, from the Open Molecules 2025 dataset.

```
65
Properties=species:S:1:pos:R:3:forces:R:3
Mn -0.2691 -0.0370 0.7344 -1.5 -0.2 1.7
P -1.6411 1.9621 1.3337 -1.3 1.5 0.2
P -1.8832 -1.2745 2.2836 -1.7 -0.7 1.1
P 1.4527 1.3031 0.0698 1.7 1.8 -0.5
H -1.0764 -2.4304 -0.4875 0.1 0.5 0.1
C -0.1397 -1.8596 -0.4888 2.3 -0.9 2.2
C 0.7741 -1.9214 0.6324 -1.1 -1.0 -2.4
H 0.5869 -2.5308 1.5213 -0.3 0.4 -0.3
C -2.8302 2.1123 -0.0616 0.4 -0.6 -0.2
C -2.7501 2.0900 2.7922 0.2 -0.5 0.4
C -0.9175 3.6510 1.4268 0.6 -0.2 0.0
C -1.6071 -3.0889 2.3765 0.7 0.1 -0.4
C -2.1187 -0.9325 4.0780 0.5 0.6 0.1
C -3.5984 -1.2138 1.6055 0.3 0.3 -0.5
C 2.8286 0.2561 -0.5056 -0.2 -0.5 -0.1
C 2.3233 2.5112 1.1102 -0.3 0.0 0.6
C 0.8128 2.2928 -1.3285 -0.2 -0.3 -0.2
H 0.2727 -1.6213 -1.4786 -0.2 0.2 0.5
H 1.8371 -1.7445 0.4667 -0.3 0.3 0.0
H -3.4652 3.0008 0.0634 0.2 -0.2 0.1
H -3.4697 1.2195 -0.1027 0.1 0.3 -0.1
H -2.2733 2.1985 -1.0047 -0.3 0.0 0.1
H -3.2972 3.0447 2.7679 0.3 -0.2 -0.3
H -2.1433 2.0806 3.7077 -0.2 0.0 -0.2
H -3.4852 1.2777 2.8229 0.3 0.3 0.1
H -1.7226 4.3858 1.5745 0.1 -0.4 -0.1
H -0.3676 3.9306 0.5222 -0.2 0.0 0.4
H -0.2445 3.7114 2.2925 -0.2 0.1 -0.2
H -2.5416 -3.6085 2.6306 0.2 0.3 0.0
H -0.8561 -3.2948 3.1528 -0.2 0.0 -0.2
H -1.2346 -3.4723 1.4201 -0.3 -0.2 0.3
H -3.0157 -1.4592 4.4389 0.2 0.0 -0.4
H -2.2393 0.1364 4.2876 0.1 -0.5 0.0
H -1.2574 -1.3093 4.6471 -0.3 0.1 -0.3
H -4.2143 -1.9669 2.1172 0.3 0.2 -0.1
H -3.5658 -1.4365 0.5292 -0.2 -0.1 0.3
H -4.0665 -0.2316 1.7388 0.1 -0.3 -0.1
H 3.5370 0.8156 -1.1275 -0.1 0.1 0.2
H 2.4668 -0.6040 -1.0829 0.2 0.2 0.1
H 3.3436 -0.1365 0.3829 0.0 0.2 -0.2
H 3.0908 3.0227 0.5097 -0.2 -0.2 0.0
H 2.7938 1.9932 1.9563 0.0 0.1 -0.3
H 1.6345 3.2604 1.5130 0.2 -0.2 -0.2
H 1.6479 2.7259 -1.8894 0.0 -0.1 0.1
H 0.1813 3.1146 -0.9691 0.2 -0.4 -0.2
H 0.2159 1.6685 -2.0072 0.0 0.3 0.1
C 1.8835 -0.9313 -5.0437 0.4 -0.6 -0.7
C 1.3159 -0.4593 -6.2338 -0.7 0.5 -0.3
C 1.2918 -1.2666 -7.3734 0.5 -0.2 0.6
C 1.9081 -2.5277 -7.3366 -0.2 0.3 0.0
C 2.5895 -2.9489 -6.1911 0.0 0.5 0.3
C 2.6103 -2.1412 -5.0471 -0.1 -0.3 0.2
S 1.7205 0.0251 -3.6004 -0.1 -0.6 -0.8
H 0.5495 -0.5172 -3.0802 0.5 0.4 -0.4
H 0.8841 0.5384 -6.2404 -0.1 -0.2 -0.2
H 0.7995 -0.9082 -8.2726 0.1 0.0 0.1
H 1.8600 -3.1757 -8.2147 0.1 0.2 0.3
H 3.1109 -3.9081 -6.1879 -0.1 0.3 0.1
H 3.1701 -2.4177 -4.1600 -0.1 -0.3 -0.1
C 1.4756 -0.5126 4.4535 0.1 -0.4 0.5
O 1.3030 0.5558 3.5111 -0.1 0.5 -0.5
H 0.6031 -0.5863 5.1158 0.3 -0.1 -0.2
H 2.3605 -0.3793 5.0912 -0.2 0.1 -0.3
H 1.6051 -1.4337 3.8708 -0.1 0.2 0.2
H 1.4504 1.4034 3.9672 -0.1 -0.4 -0.1
```
Positions in Å, forces in eV/Å.

Lowest unoccupied orbital energy (spin up / spin down): -15.844 / -15.900 eV
Multiplicity: 4
Gap between HOMO and LUMO (spin up / spin down): 3.78 / 3.68 eV
Total charge: +4

***

2.
The following is a quantum chemistry calculation of a molecular structure, C18H41N2OP3STl in a non-equilibrium geometry, from the Open Molecules 2025 dataset.

```
67
Properties=species:S:1:pos:R:3:forces:R:3
Tl -1.9781 3.0976 -0.4309 -0.4 0.3 0.8
P 1.6293 -0.9525 2.2236 0.5 -0.2 0.2
P 1.0126 2.9749 0.3338 1.1 0.4 0.3
P -1.6944 -2.0835 0.6892 0.3 -0.2 0.2
H -1.7091 3.8390 -2.6881 0.0 0.0 -0.1
C -1.5878 2.9039 -3.2519 -0.5 0.3 -1.0
C -0.8042 1.8049 -2.5991 2.2 -1.6 -2.9
H 0.0377 2.1524 -1.9849 -0.3 -0.2 -0.2
C 3.0685 -1.8060 1.4662 -0.1 0.1 -0.1
C 2.5266 0.1487 3.3838 0.0 0.0 0.0
C 1.1317 -2.2394 3.4485 0.0 0.0 0.2
C 1.2732 4.4921 -0.6661 -0.3 0.0 0.0
C 1.6623 3.5902 1.9408 -0.3 0.0 0.3
C 2.4641 2.0028 -0.2263 -0.2 -0.4 -0.2
C -2.8455 -1.8702 -0.6663 -0.3 0.4 0.1
C -2.3660 -3.1093 1.9885 -0.2 -0.1 0.3
C -0.1715 -2.7773 0.0522 0.4 -0.1 0.1
H -2.5720 2.5374 -3.5696 0.1 0.3 0.1
H -1.3967 1.0432 -2.0828 0.0 -0.1 0.0
H 3.7804 -2.1163 2.2420 -0.1 0.0 -0.2
H 3.5627 -1.1162 0.7686 0.0 -0.2 0.2
H 2.7317 -2.6819 0.8974 0.2 0.1 0.1
H 3.1714 -0.4738 4.0185 -0.1 0.3 -0.1
H 1.8148 0.7026 4.0112 0.3 -0.1 -0.1
H 3.1436 0.8610 2.8206 -0.1 -0.1 0.2
H 1.9845 -2.4154 4.1181 -0.3 -0.2 -0.1
H 0.8637 -3.1803 2.9519 0.1 0.1 0.2
H 0.2708 -1.8914 4.0378 0.5 -0.3 -0.1
H 2.2595 4.9077 -0.4164 -0.3 0.0 -0.2
H 0.4965 5.2322 -0.4240 0.3 0.0 -0.1
H 1.2326 4.2578 -1.7392 0.0 0.2 0.2
H 2.5874 4.1619 1.7751 -0.3 -0.2 0.1
H 1.8694 2.7629 2.6365 0.0 0.3 -0.2
H 0.9181 4.2588 2.3982 0.3 0.0 0.0
H 3.3517 2.6498 -0.2844 -0.3 -0.1 0.0
H 2.2625 1.5873 -1.2226 0.2 0.1 0.2
H 2.6652 1.1657 0.4590 -0.1 0.3 -0.2
H -3.1049 -2.8618 -1.0616 0.1 0.1 0.1
H -2.3974 -1.2779 -1.4756 0.0 -0.2 0.1
H -3.7552 -1.3691 -0.3113 0.1 -0.2 -0.1
H -2.6276 -4.0811 1.5451 0.0 0.2 0.1
H -3.2825 -2.6593 2.3952 0.1 -0.2 -0.2
H -1.6331 -3.2863 2.7894 -0.1 0.0 -0.3
H -0.4380 -3.6722 -0.5339 -0.1 0.2 0.1
H 0.5124 -3.0931 0.8531 -0.3 0.2 -0.3
H 0.3431 -2.0673 -0.6100 -0.2 -0.1 0.1
C -0.5207 -0.1248 -4.2001 -0.4 -0.8 0.6
C 0.5500 -0.9800 -4.4376 -0.7 0.4 0.2
C 0.3051 -2.3059 -4.7251 0.0 -0.1 -0.2
C -1.0270 -2.7491 -4.7826 0.0 0.1 0.0
C -2.0915 -1.8594 -4.5940 -0.1 -0.3 0.1
C -1.8669 -0.5150 -4.2936 1.0 0.3 0.2
O -0.0390 1.0669 -3.7588 -1.7 2.7 2.5
H 1.4710 -0.4203 -4.2813 0.4 -1.0 -0.3
H -1.0583 3.2129 -4.1658 -0.1 -0.1 0.3
H 1.1520 -2.9670 -4.8988 -0.3 -0.1 0.0
H -1.2402 -3.7916 -4.9988 0.0 0.2 0.0
H -3.1224 -2.2139 -4.6646 0.3 0.0 -0.1
H -2.6716 0.2083 -4.1369 0.1 -0.3 -0.1
N -1.5839 -0.5928 4.0558 -0.5 0.5 -1.3
C -1.2486 0.2761 3.0892 -0.1 -0.1 1.5
N -0.7831 1.4821 3.4368 -0.4 -0.9 -0.8
S -1.4714 -0.0398 1.3604 -0.5 0.4 -0.3
H -1.5900 -0.2855 5.0217 0.0 -0.1 0.0
H -2.1762 -1.3953 3.8290 0.5 0.5 0.2
H -0.5728 2.1860 2.7330 0.2 -0.3 0.1
H -0.6786 1.7546 4.4130 -0.2 -0.1 -0.2
```
Positions in Å, forces in eV/Å.

Lowest unoccupied orbital energy: -9.710 eV
Multiplicity: 1
Relative energy (zero: lowest compared OMol25 entry of this formula, charge and spin): 0.0 kcal/mol
Gap between HOMO and LUMO: 5.65 eV
Total charge: +3

***

Q: Look up the total charge of the first one.
A: +4

***

Q: multiplicity of number 2 (C18H41N2OP3STl)?
A: 1

***

Q: What is the multiplicity in the first record?
A: 4